No. 1
DFT (ωB97M-V/def2-TZVPD) results for C19H18N2O in the gas phase at a distorted geometry.

Structure (XYZ):
```
40
Properties=species:S:1:pos:R:3:forces:R:3
C 2.695 -2.367 -3.665 0.19 0.51 -0.04
C 3.167 -1.693 -2.538 -2.01 0.01 0.33
C 2.274 -0.865 -1.833 0.38 -0.40 -0.55
C 0.984 -0.596 -2.291 0.48 -0.75 -0.61
N 0.143 0.279 -1.592 -0.68 0.93 -0.54
C -0.150 1.601 -2.224 -0.25 -0.43 1.10
C 0.206 2.765 -1.286 -0.06 -0.42 -0.03
O -0.269 2.615 0.073 0.01 -0.73 -0.82
C -0.890 1.349 0.352 0.74 -0.22 0.51
C -1.011 1.209 1.863 -0.53 1.33 0.11
C -1.078 2.295 2.733 0.08 0.36 -0.98
C -1.281 2.073 4.087 -0.19 -0.80 -0.15
C -1.433 0.791 4.609 0.36 0.60 1.37
C -1.325 -0.309 3.772 0.22 0.11 -1.03
N -1.310 -1.678 3.862 -0.40 -1.48 1.51
C -1.186 -2.279 2.605 0.70 0.66 -1.09
C -1.032 -1.277 1.678 -0.68 -0.01 0.70
C -1.153 -0.056 2.416 0.48 0.16 -1.43
C -0.817 -1.199 0.200 -0.31 0.24 -0.57
C -0.081 0.130 -0.159 0.42 -0.01 0.16
C 0.570 -1.233 -3.476 0.46 -0.28 -0.32
C 1.423 -2.117 -4.165 -0.17 0.78 1.32
H 3.327 -3.058 -4.187 0.30 -0.25 -0.14
H 4.119 -1.897 -2.110 0.71 -0.09 0.06
H 2.562 -0.420 -0.900 0.32 0.22 0.27
H 0.350 1.721 -3.195 0.17 -0.23 0.46
H -1.213 1.681 -2.436 -0.31 -0.10 -0.09
H -0.200 3.671 -1.719 -0.41 0.31 0.07
H 1.275 2.928 -1.271 0.45 -0.23 0.28
H -1.888 1.315 -0.099 -0.08 0.04 -0.05
H -0.988 3.337 2.381 0.01 -0.77 0.01
H -1.343 2.939 4.715 -0.03 0.11 0.49
H -1.516 0.737 5.691 -0.18 -0.37 -0.10
H -1.300 -2.195 4.745 -0.13 0.38 -0.77
H -1.134 -3.353 2.368 -0.13 0.62 0.85
H -1.758 -1.161 -0.388 0.27 -0.27 0.42
H -0.253 -2.075 -0.127 0.08 0.19 -0.29
H 0.862 0.109 0.424 -0.11 0.24 -0.25
H -0.422 -1.070 -3.882 -0.07 0.13 0.19
H 1.073 -2.644 -5.030 -0.15 -0.09 -0.35
```
Positions in Å, forces in eV/Å.

Calculated values
Total charge ... 0
E ... -25022.1820 eV
HOMO energy ... -7.687 eV
Maximum force ... 2.156 eV Å⁻¹



No. 2
DFT (ωB97M-V/def2-TZVPD) results for C19H18N2O4S in the gas phase at a distorted geometry.

Structure (XYZ):
```
44
Properties=species:S:1:pos:R:3:forces:R:3
C 0.987 -1.925 -6.596 -0.65 2.39 2.34
C 0.706 -2.286 -5.114 0.03 1.94 1.49
C 1.828 -2.212 -4.202 -1.72 -0.55 -0.24
C 1.532 -2.184 -2.825 -1.52 0.98 -1.32
C 0.169 -1.987 -2.395 3.13 0.35 0.87
N -0.087 -1.716 -1.045 -0.47 -0.70 2.94
C -0.420 -2.980 -0.321 0.05 1.73 -0.47
C 0.784 -3.511 0.415 -2.11 -4.15 3.17
O 0.614 -4.633 0.934 1.51 2.55 -1.44
O 1.798 -2.684 0.631 -0.89 -0.24 -0.40
C -0.195 -0.424 -0.412 -0.81 -0.56 1.58
S -0.368 0.988 -1.460 0.37 -1.31 0.19
C -0.493 2.035 -0.093 -0.45 2.26 -1.41
O -0.646 3.224 -0.396 0.27 -0.95 1.81
N -0.428 1.368 1.106 -0.61 -0.57 -0.62
C -0.418 2.025 2.364 0.64 0.66 -1.06
C 0.363 3.140 2.449 0.29 2.58 1.91
C 0.224 3.970 3.594 -1.08 -2.56 -2.58
C -0.583 3.540 4.613 1.30 1.53 2.66
C -0.549 4.438 5.829 -1.30 0.01 -1.57
C -1.191 2.329 4.678 -0.49 0.26 -0.97
C -1.204 1.716 3.422 -2.88 -3.53 1.88
C -0.370 -0.042 0.936 0.83 -0.36 -2.21
O -0.398 -0.787 2.066 0.09 -1.17 -1.20
C -0.920 -2.091 -3.183 4.10 -0.37 -1.35
C -0.612 -2.223 -4.503 0.24 -0.05 -2.71
H 1.454 -0.876 -6.715 -0.28 -1.87 0.40
H 1.475 -2.677 -7.086 2.05 -1.73 -1.10
H 0.103 -1.857 -7.147 -1.85 0.22 -0.63
H 2.875 -2.107 -4.573 -1.03 -0.32 0.33
H 2.343 -2.106 -2.136 0.21 0.06 0.61
H -1.323 -2.840 0.281 0.53 0.00 0.59
H -0.698 -3.771 -0.999 0.00 0.01 -0.62
H 1.304 -1.911 0.302 1.38 1.11 -0.19
H 0.957 3.500 1.650 0.46 -0.01 -0.77
H 0.479 4.980 3.614 1.23 1.32 -0.13
H -0.764 3.870 6.679 -0.24 -0.74 1.55
H 0.428 4.827 5.868 0.96 0.90 0.51
H -1.322 5.206 5.734 0.30 0.19 0.11
H -1.731 2.087 5.628 0.29 -0.36 -1.43
H -1.937 0.876 3.339 0.71 0.53 -0.21
H -0.396 -0.256 2.859 0.13 0.50 0.35
H -1.824 -1.936 -2.766 -3.07 0.37 0.82
H -1.548 -2.098 -5.026 0.34 -0.33 -1.46
```
Positions in Å, forces in eV/Å.

Calculated values
Total charge ... 0
E ... -41997.2985 eV
HOMO energy ... -7.547 eV
Maximum force ... 5.633 eV Å⁻¹



No. 3
DFT (ωB97M-V/def2-TZVPD) results for C19H18N4 in the gas phase.

Structure (XYZ):
```
41
Properties=species:S:1:pos:R:3:forces:R:3
C 0.350 -0.317 2.582 -0.10 0.00 0.06
C 1.576 -0.217 2.105 0.21 -0.05 -0.11
C 2.127 -1.011 0.950 0.10 0.12 0.08
N 1.152 -1.829 0.289 -0.18 0.14 -0.17
C 0.126 -1.386 -0.517 0.08 -0.32 -0.03
N -0.003 -0.069 -0.824 0.23 0.26 0.18
C -1.248 0.378 -1.430 -0.16 0.00 -0.19
C -1.170 1.841 -1.702 -0.05 -0.10 -0.29
C -1.185 2.470 -2.912 -0.05 -0.41 0.17
N -1.070 3.822 -2.742 0.00 0.28 -0.34
C -0.972 4.097 -1.409 0.05 -0.17 0.55
C -0.832 5.309 -0.744 0.00 0.09 -0.02
C -0.755 5.276 0.632 0.00 0.12 -0.08
C -0.819 4.069 1.334 0.02 -0.08 0.21
C -0.958 2.865 0.681 -0.03 0.03 -0.02
C -1.033 2.866 -0.713 0.00 0.40 -0.23
N -0.630 -2.344 -0.980 -0.39 0.45 -0.25
C -0.105 -3.503 -0.462 0.53 -0.01 0.41
C -0.514 -4.820 -0.620 0.04 0.17 0.01
C 0.202 -5.801 0.039 -0.02 -0.20 0.01
C 1.300 -5.492 0.839 0.06 -0.12 0.06
C 1.724 -4.186 1.008 0.14 0.15 0.10
C 1.014 -3.201 0.350 -0.38 -0.53 -0.23
H 0.017 0.275 3.417 0.02 0.15 0.17
H -0.371 -1.003 2.167 -0.10 -0.16 -0.14
H 2.287 0.472 2.542 0.02 0.12 0.12
H 2.578 -0.322 0.221 0.01 -0.13 0.09
H 2.926 -1.664 1.316 -0.04 0.10 -0.14
H 0.376 0.575 -0.144 0.01 -0.06 -0.01
H -2.099 0.159 -0.767 0.09 -0.06 -0.13
H -1.388 -0.189 -2.352 -0.10 0.06 0.09
H -1.277 2.044 -3.892 0.00 -0.08 -0.18
H -1.065 4.504 -3.482 0.00 -0.09 0.09
H -0.787 6.241 -1.287 0.01 0.11 -0.02
H -0.645 6.199 1.181 0.01 0.08 0.02
H -0.759 4.089 2.412 0.00 -0.01 0.09
H -1.017 1.941 1.238 0.00 -0.09 0.07
H -1.365 -5.057 -1.237 -0.10 -0.02 -0.08
H -0.094 -6.835 -0.065 -0.02 -0.07 -0.01
H 1.830 -6.289 1.340 0.04 -0.05 0.03
H 2.574 -3.955 1.635 0.07 0.00 0.06
```
Positions in Å, forces in eV/Å.

Calculated values
Total charge ... 0
E ... -25956.0865 eV
HOMO energy ... -7.589 eV
Maximum force ... 0.695 eV Å⁻¹



No. 4
DFT (ωB97M-V/def2-TZVPD) results for a molecular structure, C19H18NO2W at a distorted geometry.

Structure (XYZ):
```
41
Properties=species:S:1:pos:R:3:forces:R:3
C 0.795 -1.987 3.256 -0.04 -2.43 -0.65
C -0.648 -2.012 3.185 0.61 -1.29 0.20
C -1.013 -2.068 1.803 -0.71 -0.43 -0.53
H -1.335 -2.035 4.027 0.19 0.13 -0.24
C 0.204 -2.023 1.015 0.24 -1.44 0.18
C 1.312 -1.990 1.928 0.76 -1.57 0.49
H 2.363 -2.063 1.658 -0.31 0.20 0.14
H 1.391 -2.028 4.158 -0.02 0.30 -0.21
H -2.022 -2.159 1.410 0.29 0.01 0.16
H 0.270 -2.219 -0.045 0.06 0.40 0.25
C -1.128 1.948 1.622 0.43 0.26 0.56
C -1.149 1.869 3.021 -0.01 -0.16 -0.93
C 0.245 1.889 3.550 0.04 -0.02 -0.11
H -2.025 1.892 3.663 0.14 -0.11 -0.19
C 1.093 1.917 2.314 -0.08 -0.64 -0.22
C 0.259 1.999 1.187 0.11 -0.37 0.08
H 0.585 2.096 0.151 -0.21 -0.10 0.45
H -1.982 2.083 0.968 0.19 -0.35 0.12
H 0.508 2.557 4.376 -0.11 -0.11 -0.10
H 2.177 1.955 2.322 -0.26 0.15 0.05
W 0.048 -0.252 2.174 -1.75 6.78 -0.07
O -0.970 0.407 -0.796 1.15 -0.28 -0.53
C -1.367 -0.652 -1.588 -1.22 -0.05 0.43
C -0.192 -1.089 -2.384 0.15 0.66 0.95
H -1.696 -1.436 -0.890 -0.36 -0.43 -0.71
H -2.145 -0.402 -2.357 0.01 -0.14 0.78
H 0.384 -1.948 -2.051 0.03 -0.13 -0.37
H 1.196 -2.006 -4.484 -0.11 0.37 -0.23
C 0.883 -0.962 -4.596 -0.24 0.01 0.64
C 0.212 -0.346 -3.487 0.81 1.12 -1.39
C -0.117 1.049 -3.602 -0.48 -0.47 -0.01
H -0.563 1.532 -2.728 0.21 -0.16 -0.29
C 0.114 1.739 -4.777 0.06 -0.10 0.13
H -0.145 2.799 -4.826 0.13 -0.37 -0.09
C 0.654 1.074 -5.886 -0.12 -0.32 0.33
H 0.775 1.610 -6.823 0.06 -0.12 0.12
C 1.027 -0.278 -5.794 0.01 0.00 0.01
H 1.425 -0.799 -6.667 -0.04 0.24 0.33
O -0.064 -0.111 6.479 0.79 0.15 -2.19
C 0.204 0.076 5.345 -0.62 0.60 0.58
N 0.435 0.370 4.165 0.24 0.17 2.08
```
Positions in Å, forces in eV/Å.

Calculated values
Total charge ... +1
Expectation value of S² ... 2.15
E ... -27391.7212 eV
HOMO energy (alpha / beta) ... -10.081 / -10.522 eV
Spin multiplicity ... 3
Maximum force ... 7.006 eV Å⁻¹



No. 5
DFT (ωB97M-V/def2-TZVPD) results for C19H18O2S2 in the gas phase at a distorted geometry.

Structure (XYZ):
```
41
Properties=species:S:1:pos:R:3:forces:R:3
C -3.385 3.077 -0.194 -3.56 0.69 0.35
C -3.509 1.837 0.337 0.22 1.29 -0.34
C -2.137 1.219 0.643 2.24 0.13 1.56
C -2.185 0.263 1.889 0.79 1.56 -1.01
O -1.002 -0.484 2.229 -0.22 -0.28 -2.15
C -0.208 -0.915 1.063 0.23 1.21 2.81
C 1.118 -0.900 1.405 -2.73 0.52 -6.19
C 2.194 -0.915 0.352 1.46 -1.24 -0.22
C 1.623 -0.824 -1.091 -1.47 -2.22 -0.37
C 0.195 -1.446 -1.217 3.43 0.65 -1.62
C -0.232 -2.253 -2.182 0.33 -0.10 1.56
O -1.548 -2.559 -1.983 -1.08 -0.50 0.29
C -1.976 -2.022 -0.651 -0.27 -0.95 -0.28
C -0.861 -0.984 -0.305 -1.27 0.80 1.25
C -1.362 0.469 -0.458 -0.24 1.04 -2.80
C -1.071 1.188 -1.584 -0.95 1.21 1.68
C -1.672 2.615 -1.621 0.73 -2.04 -2.28
C -1.971 3.178 -0.442 1.02 0.55 -2.58
C -1.307 2.586 0.684 2.68 -3.35 2.03
S 3.509 0.420 0.008 0.18 -0.18 1.44
C 4.935 -0.346 0.852 -2.16 -0.37 2.32
C 4.824 -1.836 0.670 -0.40 0.99 -3.79
S 3.179 -2.424 1.008 -0.47 0.68 -0.81
H -4.200 3.851 -0.486 1.42 -1.76 0.54
H -4.420 1.375 0.583 -1.05 -0.62 0.31
H -2.543 0.850 2.719 0.38 -0.02 0.74
H -2.983 -0.350 1.609 -1.29 -1.73 -0.15
H 1.244 -0.789 2.377 1.33 0.74 4.27
H 1.335 0.208 -1.146 0.51 1.00 -0.49
H 2.373 -1.121 -1.928 -1.49 0.47 1.65
H 0.413 -2.774 -2.929 -1.20 0.47 0.48
H -2.000 -2.846 0.131 0.10 0.66 -1.15
H -3.035 -1.652 -0.830 1.51 -0.12 0.41
H -0.732 0.677 -2.450 0.72 -0.09 -0.70
H -2.235 2.747 -2.589 0.22 0.33 1.32
H -1.401 3.127 1.619 -0.15 0.14 0.16
H -0.212 2.259 0.495 -1.61 1.15 0.48
H 4.770 -0.336 1.963 0.50 1.28 -0.75
H 5.873 0.070 0.525 0.19 0.22 -0.06
H 5.109 -1.981 -0.401 -0.12 -0.72 0.78
H 5.494 -2.257 1.327 1.54 -1.49 1.30
```
Positions in Å, forces in eV/Å.

Calculated values
Total charge ... 0
E ... -45752.3468 eV
HOMO energy ... -7.711 eV
Maximum force ... 6.782 eV Å⁻¹



In g/mol, the molecular weight values for the records above are, in order, 290.37, 370.43, 302.38, 476.20, 342.49.
In kcal/mol, the energy above the lowest of the compared OMol25 structures with the same formula, charge and spin values for the records above are, in order, 13.71, 135.04, 0.00, 119.05, 152.17.